The following is a DFT calculation (ωB97M-V with the def2-TZVPD basis set) of a cluster of 7 separate species, C36H92N6O13 in total.

Output
structure (SMILES)	COCCNCCOC.COCCNCCOC.COCCNCCOC.COCCNCCOC.COCCNCCOC.COCCNCCOC.O
HOMO energy	-8.51	eV
LUMO	0.64	eV
energy above the lowest of the compared OMol25 structures with the same formula, charge and spin	0.000	eV

Cartesian coordinates (Å):
C: -3.209 2.512 -0.027
O: -2.545 1.388 0.462
C: -3.410 0.490 1.122
C: -2.593 -0.643 1.699
N: -2.017 -1.406 0.606
C: -1.436 -2.713 0.906
C: -2.458 -3.796 1.191
O: -3.370 -4.046 0.137
C: -2.721 -4.395 -1.055
H: -3.770 3.088 0.723
H: -3.925 2.230 -0.814
H: -2.475 3.211 -0.428
H: -4.120 0.068 0.396
H: -4.015 0.991 1.892
H: -3.259 -1.267 2.313
H: -1.796 -0.237 2.326
H: -2.565 -1.431 -0.247
H: -0.774 -2.611 1.768
H: -0.814 -2.942 0.035
H: -3.050 -3.494 2.057
H: -1.936 -4.731 1.449
H: -1.858 -5.048 -0.871
H: -2.266 -3.529 -1.568
H: -3.434 -4.820 -1.757
C: 2.378 1.112 5.210
O: 2.462 -0.078 4.475
C: 1.607 -0.071 3.347
C: 1.607 -1.423 2.703
N: 0.992 -2.428 3.604
C: 1.256 -3.803 3.143
C: 2.506 -4.423 3.717
O: 3.619 -3.618 3.445
C: 4.826 -4.205 3.842
H: 2.758 1.967 4.625
H: 2.951 1.011 6.127
H: 1.344 1.387 5.467
H: 2.000 0.654 2.614
H: 0.589 0.244 3.609
H: 2.617 -1.726 2.423
H: 0.995 -1.297 1.804
H: 1.488 -2.292 4.483
H: 1.335 -3.810 2.055
H: 0.416 -4.422 3.472
H: 2.676 -5.427 3.284
H: 2.420 -4.621 4.800
H: 5.008 -5.152 3.311
H: 4.815 -4.451 4.914
H: 5.618 -3.499 3.618
C: 1.857 -9.264 -1.204
O: 0.874 -8.602 -1.939
C: 0.713 -7.250 -1.554
C: -0.051 -6.535 -2.644
N: 0.625 -6.459 -3.925
C: 1.845 -5.672 -4.006
C: 1.655 -4.230 -3.620
O: 2.077 -4.026 -2.278
C: 1.979 -2.663 -1.940
H: 1.712 -10.341 -1.310
H: 1.782 -9.045 -0.129
H: 2.874 -9.015 -1.534
H: 1.682 -6.777 -1.350
H: 0.147 -7.207 -0.608
H: -0.222 -5.511 -2.299
H: -1.009 -7.041 -2.773
H: 0.781 -7.392 -4.282
H: 2.160 -5.763 -5.047
H: 2.665 -6.091 -3.403
H: 0.606 -3.933 -3.758
H: 2.274 -3.585 -4.259
H: 2.353 -2.486 -0.934
H: 0.937 -2.316 -1.937
H: 2.535 -2.058 -2.668
C: 4.047 7.366 -5.129
O: 4.501 6.463 -4.155
C: 5.496 5.592 -4.656
C: 6.043 4.707 -3.552
N: 5.220 3.520 -3.319
C: 3.902 3.840 -2.768
C: 3.280 2.623 -2.139
O: 3.936 2.333 -0.931
C: 3.401 1.188 -0.316
H: 4.843 8.057 -5.433
H: 3.265 7.972 -4.674
H: 3.640 6.829 -5.993
H: 6.326 6.193 -5.055
H: 5.105 4.961 -5.466
H: 6.140 5.291 -2.627
H: 7.022 4.380 -3.905
H: 5.695 2.921 -2.653
H: 3.264 4.153 -3.598
H: 3.929 4.647 -2.022
H: 3.310 1.774 -2.840
H: 2.217 2.814 -1.913
H: 3.408 0.325 -0.997
H: 2.335 1.292 -0.053
H: 3.941 1.013 0.610
C: -6.787 1.126 -0.425
O: -6.062 0.558 -1.485
C: -6.043 -0.843 -1.432
C: -5.102 -1.385 -2.471
N: -3.727 -0.967 -2.207
C: -2.850 -1.196 -3.359
C: -1.458 -0.670 -3.065
O: -1.429 0.647 -2.555
C: -1.768 1.663 -3.458
H: -7.826 0.759 -0.393
H: -6.850 2.201 -0.574
H: -6.341 0.883 0.547
H: -7.037 -1.292 -1.591
H: -5.729 -1.207 -0.439
H: -5.445 -1.084 -3.476
H: -5.177 -2.476 -2.426
H: -3.752 0.034 -2.029
H: -3.267 -0.668 -4.234
H: -2.810 -2.255 -3.618
H: -0.851 -0.704 -3.984
H: -0.959 -1.277 -2.310
H: -1.003 1.790 -4.237
H: -1.860 2.591 -2.898
H: -2.724 1.474 -3.963
C: -1.871 8.462 3.276
O: -0.892 7.889 4.111
C: -1.419 7.341 5.303
C: -2.262 6.099 5.088
N: -1.413 5.009 4.651
C: -2.102 3.801 4.277
C: -1.262 3.001 3.311
O: -1.175 3.708 2.107
C: -0.066 3.323 1.324
H: -2.543 9.109 3.849
H: -2.433 7.697 2.729
H: -1.373 9.059 2.513
H: -2.017 8.093 5.836
H: -0.559 7.049 5.904
H: -3.064 6.273 4.353
H: -2.728 5.846 6.045
H: -0.773 5.347 3.945
H: -3.035 4.050 3.731
H: -2.368 3.202 5.150
H: -1.669 1.995 3.159
H: -0.262 2.903 3.769
H: -0.161 3.776 0.340
H: -0.037 2.235 1.173
H: 0.871 3.604 1.822
O: 0.314 -0.180 -0.271
H: -0.581 -0.404 0.075
H: 0.153 0.523 -0.909